{"formula": "C22H23ClO5", "method": "the ωB97M-V functional and the def2-TZVPD basis", "relative_energy_ev": 0.000, "molar_mass_g_mol": 402.874, "symbols": ["O", "C", "O", "H", "C", "H", "H", "C", "C", "C", "C", "H", "H", "C", "H", "C", "H", "O", "C", "C", "C", "C", "C", "C", "C", "Cl", "H", "H", "H", "H", "O", "C", "C", "C", "C", "C", "C", "C", "O", "H", "H", "H", "H", "H", "H", "H", "H", "H", "H", "H", "H"], "xyz": [[-3.729, -2.144, 1.594], [-2.507, -1.721, 1.595], [-1.440, -2.313, 1.142], [-1.829, -3.276, 0.749], [-2.286, -0.548, 2.037], [-2.604, -0.495, 3.308], [-3.086, 0.221, 1.901], [-0.885, 0.074, 1.837], [-0.727, 1.556, 2.022], [0.442, 2.159, 1.732], [1.600, 1.809, 1.193], [2.402, 2.206, 1.551], [1.732, 0.370, 1.322], [1.857, 1.833, -0.322], [2.842, 2.063, -0.706], [0.790, 2.699, -0.890], [0.864, 3.523, -0.437], [-0.504, 2.194, -0.927], [-0.476, 1.101, -1.679], [-2.032, 0.542, -1.368], [-3.009, 1.241, -0.913], [-4.372, 0.866, -0.521], [-4.605, -0.356, -1.129], [-3.719, -1.178, -1.679], [-2.368, -0.573, -2.246], [-1.130, -1.679, -2.867], [-3.900, -2.380, -2.260], [-5.562, -0.691, -1.090], [-5.069, 1.330, -0.047], [-2.635, 2.163, -0.351], [0.268, 0.148, -1.077], [1.589, 0.380, -1.223], [2.511, -0.671, -0.547], [1.925, -1.921, 0.092], [2.732, -2.871, 0.595], [4.172, -2.540, 0.423], [4.703, -1.667, -0.475], [3.859, -0.639, -0.516], [4.358, 0.446, -1.456], [5.213, 0.410, -1.478], [5.824, -1.701, -0.316], [4.637, -3.453, 0.992], [2.234, -3.682, 1.150], [0.832, -1.985, 0.284], [1.785, 0.630, -2.230], [-0.149, 1.024, -2.707], [1.263, 2.798, -2.014], [0.553, 3.132, 1.916], [-1.478, 2.165, 2.444], [-0.336, -0.424, 2.694], [-0.549, -0.173, 0.897]], "mulliken_charge": [-0.697, 0.068, -0.367, 0.416, -0.594, 0.336, 0.351, 1.693, -0.647, -1.013, -1.148, 0.816, 0.059, 0.366, 1.008, -1.856, 1.032, -0.152, -0.777, -0.259, 1.124, -1.442, -0.500, -0.418, 0.126, -0.169, 0.145, 0.464, 0.757, 0.263, 0.372, -0.837, -0.204, -0.084, -0.444, -0.441, -0.719, 0.881, -0.541, 0.266, 0.303, 0.231, 0.419, -0.003, 0.884, 0.543, 0.259, 0.554, 0.454, 0.555, -1.434]}